Record 1
Computed, not measured: an isolated molecule of C4H6O2, with ωB97M-V with the def2-TZVPD basis set.

Calculated values
HOMO in eV: -9.94
Kohn-Sham gap in hartree: 0.3883
Charge: 0
Energy relative to the best compared isomer or geometry (same formula, charge and spin) in kJ/mol: 108.1
Max |F| in eV Å⁻¹: 0.64
E_LUMO in eV: 0.6
SMILES: CC(=O)CC=O

Bonds (Å) are listed after each position.
Element x y z (Å)
1 C -0.84 -0.92 -1.30  C2 1.536, H7 1.097, H8 1.095, H9 1.097
2 C -0.74 -0.19 0.04  C1 1.536, O3 1.214, C4 1.557
3 O -1.37 -0.68 0.95  C2 1.214
4 C 0.16 1.00 0.49  C2 1.557, C5 1.522, H10 1.095, H11 1.100
5 C 1.50 0.48 1.00  C4 1.522, O6 1.205, H12 1.110
6 O 2.57 0.94 0.71  C5 1.205
7 H 0.09 -1.45 -1.56  C1 1.097
8 H -1.15 -0.33 -2.17  C1 1.095
9 H -1.61 -1.69 -1.13  C1 1.097
10 H 0.34 1.87 -0.15  C4 1.095
11 H -0.36 1.35 1.40  C4 1.100
12 H 1.41 -0.37 1.71  C5 1.110

=====

Record 2
Computed, not measured: an isolated molecule of C5H6O2, with ωB97M-V with the def2-TZVPD basis set.

Calculated values
HOMO in eV: -8.48
Kohn-Sham gap in hartree: 0.3340
Charge: 0
Energy relative to the best compared isomer or geometry (same formula, charge and spin) in kJ/mol: 291.0
Max |F| in eV Å⁻¹: 0.42
E_LUMO in eV: 0.6

Bonds (Å) are listed after each position.
Element x y z (Å)
1 O 0.51 -2.34 0.06  C2 1.204
2 C 0.18 -1.18 0.07  O1 1.204, C3 1.514, C7 1.504
3 C -1.06 -0.75 0.82  C2 1.514, O4 1.453, H8 1.096, H9 1.088
4 O -1.70 0.47 0.37  C3 1.453, C5 1.305
5 C -1.10 1.49 -0.18  O4 1.305, C6 1.517
6 C 0.39 1.32 -0.40  C5 1.517, C7 1.538, H11 1.105, H12 1.100
7 C 0.95 -0.09 -0.63  C2 1.504, C6 1.538, H10 1.102, H13 1.098
8 H -0.81 -0.63 1.88  C3 1.096
9 H -1.83 -1.52 0.73  C3 1.088
10 H 0.96 -0.34 -1.70  C7 1.102
11 H 0.83 1.77 0.50  C6 1.105
12 H 0.68 1.98 -1.22  C6 1.100
13 H 2.00 -0.17 -0.30  C7 1.098

=====

Record 3
Computed, not measured: a cluster of 2 separate species, C2H10NOSi in total, with ωB97M-V with the def2-TZVPD basis set.

Calculated values
HOMO in eV: -14.93
Kohn-Sham gap in hartree: 0.3881
Charge: +1
Energy relative to the best compared isomer or geometry (same formula, charge and spin) in kJ/mol: 202.9
Max |F| in eV Å⁻¹: 5.62
E_LUMO in eV: -4.4

Bonds (Å) are listed after each position.
Element x y z (Å)
1 C -1.94 0.39 0.97  N3 1.543, H6 1.090, H7 1.153, H8 1.084
2 C -1.34 -0.46 -1.53  N3 1.632, H9 1.076, H10 1.062, H14 1.080
3 N -1.32 -0.71 0.08  C1 1.543, C2 1.632, H11 1.230, H12 1.005
4 O 1.49 -0.07 0.18  Si5 1.566
5 Si 3.01 0.07 0.53  O4 1.566, H13 1.469, H15 1.394
6 H -1.73 0.10 2.00  C1 1.090
7 H -1.32 1.37 0.88  C1 1.153
8 H -2.96 0.67 0.75  C1 1.084
9 H -2.13 -1.13 -1.83  C2 1.076
10 H -1.72 0.53 -1.52  C2 1.062
11 H -0.12 -0.45 0.20  N3 1.230
12 H -1.52 -1.69 0.17  N3 1.005
13 H 3.70 -1.16 0.10  Si5 1.469
14 H -0.28 -0.47 -1.73  C2 1.080
15 H 3.56 1.09 1.29  Si5 1.394

=====

Record 4
Computed, not measured: a cluster of 2 separate species, C2H5OP in total, with ωB97M-V with the def2-TZVPD basis set.

Calculated values
HOMO in eV: -9.96
Kohn-Sham gap in hartree: 0.3777
Charge: 0
Energy relative to the best compared isomer or geometry (same formula, charge and spin) in kJ/mol: 242.9
Max |F| in eV Å⁻¹: 2.38
E_LUMO in eV: 0.3
SMILES: C#P.CO

Bonds (Å) are listed after each position.
Element x y z (Å)
1 C 1.09 -1.31 2.66  P2 1.527, H3 1.100
2 P 1.84 -1.95 1.49  C1 1.527
3 H 0.80 -0.81 3.59  C1 1.100
4 C -0.15 -0.02 -0.75  O5 1.377, H6 1.081, H7 1.114, H8 1.126
5 O -1.29 -0.75 -0.56  C4 1.377, H9 0.969
6 H 0.47 -0.38 0.07  C4 1.081
7 H 0.23 -0.36 -1.74  C4 1.114
8 H -0.35 1.09 -0.75  C4 1.126
9 H -1.48 -0.57 0.38  O5 0.969

=====

Record 5
Computed, not measured: the ion C7H13N with charge -1, with ωB97M-V with the def2-TZVPD basis set.

Calculated values
HOMO (spin up / spin down) in eV: 0.63 / -3.06
2S+1: 2
Kohn-Sham gap (spin up / spin down) in hartree: 0.1292 / 0.2585
Charge: -1
Energy relative to the best compared isomer or geometry (same formula, charge and spin) in kJ/mol: 45.9
Max |F| in eV Å⁻¹: 1.66
E_LUMO (spin up / spin down) in eV: 4.1 / 4.0

Bonds (Å) are listed after each position.
Element x y z (Å)
1 C -0.21 -1.15 -1.87  C2 1.527, N8 1.455, H9 1.097, H10 1.093
2 C -0.20 -1.23 -0.34  C1 1.527, C3 1.505, H11 1.107, H12 1.092
3 C 0.82 -0.40 0.40  C2 1.505, C4 1.368, C7 1.506
4 C 0.47 0.48 1.38  C3 1.368, C5 1.453, H13 1.095
5 C -0.86 0.96 1.70  C4 1.453, C6 1.382, H14 1.089
6 C -1.16 2.31 1.75  C5 1.382, H15 1.085, H16 1.087
7 C 2.26 -0.61 0.01  C3 1.506, H17 1.089, H18 1.090, H19 1.117
8 N -1.10 -0.15 -2.43  C1 1.455, H20 1.013, H21 1.020
9 H -0.49 -2.12 -2.28  C1 1.097
10 H 0.80 -1.02 -2.28  C1 1.093
11 H -0.04 -2.29 -0.04  C2 1.107
12 H -1.17 -0.89 0.02  C2 1.092
13 H 1.26 1.06 1.88  C4 1.095
14 H -1.62 0.21 1.92  C5 1.089
15 H -0.41 3.03 1.45  C6 1.085
16 H -2.18 2.67 1.68  C6 1.087
17 H 2.41 -0.96 -1.01  C7 1.089
18 H 2.86 0.27 0.26  C7 1.090
19 H 2.68 -1.46 0.60  C7 1.117
20 H -2.06 -0.38 -2.25  N8 1.013
21 H -0.93 0.74 -1.95  N8 1.020